No. 1
Below is a molecular structure, C51H44GeN2O8PReSSe at a distorted geometry, with properties calculated with ωB97M-V/def2-TZVPD.

ORCA input file:
```
! wB97M-V def2-TZVPD RIJCOSX def2/J DEFGRID3
* xyz -1 4
Re 0.68 0.34 -1.25
C -2.40 5.16 0.78
C -2.60 4.13 -0.12
C -1.52 3.36 -0.55
C -0.25 3.61 -0.07
C -0.05 4.66 0.83
C -1.12 5.43 1.25
P 1.22 2.67 -0.64
C 1.97 4.00 -1.64
C 3.17 4.63 -1.34
C 3.60 5.68 -2.13
C 2.85 6.09 -3.23
C 1.66 5.45 -3.53
C 1.21 4.42 -2.72
C 1.87 1.94 0.86
C 2.52 2.36 2.01
C 2.69 1.43 3.03
C 2.20 0.13 2.89
C 1.56 -0.28 1.74
C 1.40 0.63 0.69
H -3.24 5.76 1.12
H -3.59 3.91 -0.50
H -1.69 2.55 -1.26
H 0.94 4.88 1.20
H -0.96 6.24 1.95
H 3.78 4.27 -0.53
H 4.54 6.17 -1.91
H 3.21 6.90 -3.85
H 1.07 5.76 -4.38
H 0.26 3.94 -2.94
H 2.90 3.37 2.11
H 3.20 1.72 3.94
H 2.33 -0.57 3.71
H 1.19 -1.30 1.63
C 6.38 -2.95 -3.01
C 4.91 -3.10 -2.74
C 3.99 -3.16 -3.78
C 2.63 -3.17 -3.53
C 2.18 -3.11 -2.22
C 3.08 -3.09 -1.17
C 4.44 -3.10 -1.43
S 0.47 -2.93 -1.87
O 0.33 -2.90 -0.43
O -0.28 -3.89 -2.64
N 0.09 -1.43 -2.33
C 0.08 -0.92 -3.61
C -0.11 -1.57 -4.83
C -0.01 -0.81 -5.97
C 0.27 0.55 -5.89
C 0.41 1.12 -4.64
N 0.28 0.40 -3.53
H 6.65 -3.34 -4.00
H 6.98 -3.46 -2.26
H 6.62 -1.88 -2.98
H 4.35 -3.17 -4.81
H 1.93 -3.20 -4.35
H 2.71 -3.03 -0.15
H 5.14 -3.04 -0.61
H -0.33 -2.63 -4.84
H -0.15 -1.28 -6.94
H 0.40 1.16 -6.78
H 0.65 2.17 -4.52
O 3.99 1.80 -1.03
Se 3.89 0.82 -2.32
O 5.07 -0.27 -2.39
O 2.44 -0.09 -2.00
O 3.56 1.61 -3.70
O -2.39 0.70 -2.23
C -2.23 0.03 -1.23
O -1.19 0.16 -0.43
C -3.21 -1.05 -0.84
C -3.86 -0.94 0.55
Ge -2.91 -1.42 2.20
C -1.89 -3.07 2.00
C -0.72 -3.30 2.71
C -0.02 -4.49 2.57
C -0.48 -5.47 1.70
C -1.65 -5.25 0.98
C -2.35 -4.06 1.14
C -4.38 -1.83 3.45
C -4.61 -3.12 3.93
C -5.66 -3.39 4.80
C -6.50 -2.36 5.21
C -6.28 -1.07 4.75
C -5.23 -0.81 3.88
C -1.91 -0.03 3.13
C -1.62 1.21 2.57
C -0.97 2.18 3.32
C -0.60 1.93 4.63
C -0.89 0.70 5.20
C -1.55 -0.27 4.46
H -2.68 -2.00 -0.95
H -4.00 -1.02 -1.60
H -4.70 -1.64 0.57
H -4.31 0.05 0.69
H -0.33 -2.53 3.38
H 0.90 -4.65 3.12
H 0.07 -6.38 1.56
H -2.00 -6.00 0.28
H -3.26 -3.91 0.56
H -3.96 -3.93 3.61
H -5.82 -4.40 5.16
H -7.32 -2.57 5.90
H -6.93 -0.26 5.07
H -5.06 0.21 3.55
H -1.87 1.41 1.54
H -0.75 3.14 2.87
H -0.09 2.69 5.21
H -0.61 0.49 6.23
H -1.80 -1.22 4.93
*
```

## Properties
E_LUMO (spin up / spin down) (eV): 2.3713 / 1.9001
Orbital gap (spin up / spin down) (eV): 8.066 / 7.992
Relative energy (zero: lowest compared OMol25 entry of this formula, charge and spin) (kcal/mol): 12.4
HOMO (spin up / spin down) (eV): -5.695 / -6.092
Strongest force on any atom (eV/A): 1.22
Expectation value of S²: 3.77

***

No. 2
Below is C21H38N4O5 in the gas phase, with properties calculated with ωB97M-V/def2-TZVPD.

ORCA input file:
```
! wB97M-V def2-TZVPD RIJCOSX def2/J DEFGRID3
* xyz 0 1
C -3.32 -3.19 -1.88
C -3.50 -2.90 -0.39
C -4.20 -4.07 0.29
C -2.15 -2.64 0.29
C -1.53 -1.30 -0.11
N -0.22 -1.14 0.50
C 0.72 -0.35 -0.05
O 0.64 0.08 -1.18
C 1.90 -0.04 0.86
N 3.01 0.33 0.02
C 4.27 -0.10 0.27
O 4.59 -0.68 1.28
O 5.08 0.24 -0.75
C 6.49 -0.06 -0.70
C 7.14 0.65 0.49
C 6.71 -1.57 -0.62
C 7.03 0.50 -2.02
C 1.56 1.11 1.85
C 0.96 2.31 1.12
C 0.65 0.65 2.99
C -2.41 -0.16 0.41
O -2.72 -0.14 1.60
N -2.82 0.78 -0.44
C -2.37 1.02 -1.81
C -2.39 2.54 -1.91
C -3.61 2.93 -1.08
C -3.69 1.87 0.01
C -5.14 1.33 0.17
N -5.32 0.65 1.31
O -6.00 1.53 -0.66
H -2.87 -2.35 -2.41
H -4.29 -3.39 -2.34
H -2.69 -4.06 -2.02
H -4.12 -2.00 -0.28
H -3.60 -4.97 0.21
H -4.37 -3.85 1.34
H -5.17 -4.26 -0.18
H -1.46 -3.44 0.06
H -2.31 -2.62 1.38
H -1.39 -1.25 -1.19
H -0.16 -1.39 1.48
H 2.20 -0.92 1.43
H 2.78 0.68 -0.90
H 6.95 1.72 0.44
H 8.22 0.49 0.46
H 6.75 0.27 1.42
H 7.77 -1.79 -0.67
H 6.21 -2.06 -1.45
H 6.31 -1.95 0.31
H 6.85 1.57 -2.08
H 8.10 0.32 -2.09
H 6.54 0.01 -2.86
H 2.53 1.41 2.28
H 1.59 2.61 0.30
H 0.85 3.14 1.81
H -0.03 2.06 0.74
H 1.04 -0.25 3.46
H -0.36 0.47 2.64
H 0.60 1.43 3.75
H -3.08 0.58 -2.51
H -1.37 0.63 -1.97
H -1.48 2.95 -1.46
H -2.45 2.88 -2.94
H -4.52 2.87 -1.69
H -3.54 3.93 -0.67
H -3.34 2.22 0.99
H -6.21 0.20 1.46
H -4.52 0.36 1.86
*
```

## Properties
E_LUMO (eV): 0.7006
Orbital gap (eV): 10.104
Relative energy (zero: lowest compared OMol25 entry of this formula, charge and spin) (kcal/mol): 0.0
HOMO (eV): -9.403
SMILES: CC(C)C[C@H](NC(=O)[C@@H](NC(=O)OC(C)(C)C)C(C)C)C(=O)N1CCC[C@H]1C(N)=O
Strongest force on any atom (eV/A): 0.70

***

No. 3
Below is a gas-phase ion, C13H13N2 (charge +1) at a distorted geometry, with properties calculated with ωB97M-V/def2-TZVPD.

ORCA input file:
```
! wB97M-V def2-TZVPD RIJCOSX def2/J DEFGRID3
* xyz 1 3
C -3.86 -0.23 1.21
C -3.83 1.05 0.68
C -2.65 -0.97 1.33
C -2.79 1.51 -0.09
C 0.16 -2.42 1.24
C 1.49 -2.74 0.95
C -1.50 -0.65 0.52
C -0.20 -1.23 0.56
C -1.78 0.36 -0.29
C 1.03 -0.83 -0.17
C 1.45 0.23 -0.84
C 2.80 0.42 -1.48
C 0.76 1.51 -0.98
N -2.36 0.79 -1.31
N 1.99 -1.85 0.16
H -4.71 -0.39 1.82
H -4.54 1.82 1.08
H -2.62 -1.92 1.80
H -2.52 2.55 -0.17
H -0.52 -2.88 2.02
H 1.96 -3.63 1.28
H 3.29 -0.57 -1.64
H 3.61 1.01 -0.86
H 2.71 1.10 -2.27
H 0.17 1.72 -0.20
H 0.11 1.59 -1.82
H 1.47 2.38 -1.27
H 2.83 -1.88 -0.29
*
```

## Properties
E_LUMO (spin up / spin down) (eV): -3.8604 / -7.0783
Orbital gap (spin up / spin down) (eV): 6.247 / 5.966
HOMO (spin up / spin down) (eV): -10.108 / -13.044
Strongest force on any atom (eV/A): 5.86
Expectation value of S²: 2.04

***

No. 4
Below is 2 unconnected molecules or ions with the total composition C2H6O3 at a distorted geometry, with properties calculated with ωB97M-V/def2-TZVPD.

ORCA input file:
```
! wB97M-V def2-TZVPD RIJCOSX def2/J DEFGRID3
* xyz 0 1
O 2.94 -0.67 0.14
C 2.32 0.31 0.38
O 1.14 0.68 -0.20
H 2.62 1.08 1.12
H 0.39 0.32 0.35
C -1.59 -0.54 -0.58
O -1.24 -0.03 0.76
H -0.93 -0.12 -1.33
H -2.64 -0.31 -0.77
H -1.54 -1.62 -0.51
H -1.47 0.89 0.64
*
```

## Properties
E_LUMO (eV): 0.6439
Orbital gap (eV): 11.280
Relative energy (zero: lowest compared OMol25 entry of this formula, charge and spin) (kcal/mol): 36.6
HOMO (eV): -10.636
SMILES: O=CO.CO
Strongest force on any atom (eV/A): 1.38

***

No. 5
Below is a molecular structure, CH6P2 at a distorted geometry, with properties calculated with ωB97M-V/def2-TZVPD.

ORCA input file:
```
! wB97M-V def2-TZVPD RIJCOSX def2/J DEFGRID3
* xyz 0 1
C 0.09 -0.18 -0.14
P 1.68 0.67 0.16
P -1.26 0.69 -0.14
H 0.35 -0.78 -0.94
H -1.98 -1.80 -0.47
H 1.56 1.12 1.41
H 2.76 -0.28 0.80
H -1.01 1.97 0.45
H -2.19 -1.41 -1.13
*
```

## Properties
E_LUMO (eV): -0.3471
Orbital gap (eV): 8.513
Relative energy (zero: lowest compared OMol25 entry of this formula, charge and spin) (kcal/mol): 75.3
HOMO (eV): -8.860
Strongest force on any atom (eV/A): 4.29